## w
C3H4S2 as an isolated structure, computed with ωB97M-V/def2-TZVPD.

Structure (ORCA input):
```
! wB97M-V def2-TZVPD RIJCOSX def2/J DEFGRID3
* xyz 0 1
H -1.42 -0.19 -2.14
S -0.62 0.98 0.12
C 1.66 -0.34 1.14
H 0.38 -1.03 -0.53
C -1.51 0.59 -1.15
S -3.07 1.19 -0.93
H 1.59 0.28 1.94
H 2.35 -1.25 1.43
C 0.65 -0.24 0.11
*
```

Values from the calculation:
HOMO-LUMO gap in eV: 7.779
Highest occupied orbital energy in hartree: -0.307

## x
An isolated molecule of C3H4S2, computed with ωB97M-V/def2-TZVPD.

Structure (ORCA input):
```
! wB97M-V def2-TZVPD RIJCOSX def2/J DEFGRID3
* xyz 0 1
H -0.75 -1.84 0.13
S 1.40 1.84 -1.59
C 0.95 0.46 -0.85
H -0.70 1.49 0.22
H 1.48 -0.36 -1.10
C -0.18 0.42 0.11
C -0.79 -0.90 0.57
S 0.40 -0.28 1.77
H -1.81 -0.83 0.76
*
```

Values from the calculation:
HOMO-LUMO gap in eV: 8.297
Highest occupied orbital energy in hartree: -0.327
SMILES: S=C[C@H]1CS1

Of them, the most stable is x and the least stable is w.

## w
A 2-piece molecular cluster, C3H10NS overall, computed with ωB97M-V/def2-TZVPD.

Structure (ORCA input):
```
! wB97M-V def2-TZVPD RIJCOSX def2/J DEFGRID3
* xyz -1 1
H -2.82 2.02 1.76
H -1.88 2.27 3.25
H -1.14 -0.61 0.34
N 2.20 0.13 0.08
C -2.37 1.53 2.62
C 0.96 -0.43 0.64
H 1.11 -1.51 0.71
H 2.16 -0.14 -0.91
H 0.82 -0.04 1.65
S -0.16 -0.77 -1.91
H 2.11 1.14 0.08
H -1.65 0.80 2.25
H -3.15 1.01 3.17
C -0.30 -0.17 -0.20
H -0.47 0.92 -0.21
*
```

Values from the calculation:
HOMO-LUMO gap in eV: 5.977
Highest occupied orbital energy in hartree: -0.088

## x
A 2-piece molecular cluster, C3H10NS overall, computed with ωB97M-V/def2-TZVPD.

Structure (ORCA input):
```
! wB97M-V def2-TZVPD RIJCOSX def2/J DEFGRID3
* xyz -1 1
H -0.57 -0.79 3.42
H -1.45 0.55 2.65
H -1.56 -1.18 2.05
N 0.23 -0.05 1.62
H 1.53 -0.38 -2.27
S -0.70 0.61 -1.64
H 1.50 1.35 -2.55
C 1.13 0.57 -1.88
H 1.63 0.69 -0.90
C 0.85 -1.25 1.03
C -0.92 -0.38 2.46
H -0.19 0.46 0.83
H 0.63 -2.21 1.53
H 0.53 -1.30 -0.01
H 1.95 -1.22 1.09
*
```

Values from the calculation:
HOMO-LUMO gap in eV: 6.526
Highest occupied orbital energy in hartree: -0.089

## y
A 2-piece molecular cluster, C3H10NS overall, computed with ωB97M-V/def2-TZVPD.

Structure (ORCA input):
```
! wB97M-V def2-TZVPD RIJCOSX def2/J DEFGRID3
* xyz -1 1
H 1.40 -2.77 -0.23
H -0.39 1.05 -1.20
C -1.77 1.48 0.22
C 1.43 -1.69 -0.46
H 1.79 -1.69 1.67
S 0.24 -1.23 -1.73
H -1.03 2.56 -1.29
H -2.78 1.58 -0.24
N -0.66 1.87 -0.64
H 0.14 -1.09 1.14
H 2.42 -1.36 -0.81
H -1.72 0.42 0.45
H 1.60 -0.08 1.02
H -1.89 2.05 1.15
C 1.22 -1.10 0.95
*
```

Values from the calculation:
HOMO-LUMO gap in eV: 6.621
Highest occupied orbital energy in hartree: -0.089

## z
A 2-piece molecular cluster, C3H10NS overall, computed with ωB97M-V/def2-TZVPD.

Structure (ORCA input):
```
! wB97M-V def2-TZVPD RIJCOSX def2/J DEFGRID3
* xyz -1 1
H -0.25 -0.50 -0.03
H -1.36 0.70 -0.90
H 2.76 -1.14 -1.54
H -1.49 -0.15 2.15
H 2.17 -0.46 -0.04
C -0.92 0.34 0.05
H 0.51 0.58 1.24
H -2.84 0.58 1.19
C -2.00 -0.16 1.15
H 1.19 -1.39 -1.17
H -1.97 -1.26 1.01
N 0.05 1.23 0.56
S 1.58 0.80 -2.23
H 0.65 1.36 -0.36
C 1.91 -0.53 -1.09
*
```

Values from the calculation:
HOMO-LUMO gap in eV: 6.481
Highest occupied orbital energy in hartree: -0.093

Of them, the most stable is w and the least stable is z.

## w
A 4-piece molecular cluster, C16H20F12O8 overall, computed with ωB97M-V/def2-TZVPD.

Structure (ORCA input):
```
! wB97M-V def2-TZVPD RIJCOSX def2/J DEFGRID3
* xyz 0 1
F 4.62 -1.24 5.24
F 0.16 2.40 -3.50
C 2.39 -1.72 4.45
H -0.90 -0.05 2.16
C 3.13 -2.14 -1.55
F 1.13 -5.71 -3.68
H -4.29 -0.29 -2.79
C -1.61 1.32 -2.55
C -0.02 -5.10 -3.45
F 2.96 -0.34 6.37
C 1.56 -2.18 -1.68
H -4.76 1.13 -0.70
O -0.89 -2.96 -2.64
F -1.80 2.59 -4.57
O 1.32 4.02 -1.03
H -0.35 5.06 1.09
H 1.00 -2.47 -0.81
H -1.39 4.50 -0.15
H 0.02 -1.97 3.47
H 3.58 -3.22 -1.08
H 3.51 -1.95 -2.53
F 3.29 -2.50 6.57
H 1.25 -1.17 -2.11
C -1.87 3.74 1.66
H -3.17 0.74 -0.25
H -1.58 3.72 2.56
H -2.85 -0.90 -2.30
O -2.98 1.16 -2.78
F 3.22 2.07 0.04
H -0.93 0.24 3.81
H -2.80 4.39 1.73
H 0.87 -1.12 2.25
C 0.96 3.00 -0.38
C 0.56 -0.89 3.13
O 1.34 -3.36 -2.50
F 1.40 0.69 0.28
O -0.17 2.95 0.38
C -0.93 4.14 0.66
O 1.57 -0.69 4.18
F -0.61 -5.76 -2.36
F -1.35 3.81 -2.68
H 3.29 -1.35 -0.76
H -4.46 -0.55 -0.35
C -4.09 0.42 -0.78
C -1.13 2.56 -3.41
H 0.06 1.17 2.92
C -3.52 -0.02 -2.30
F 1.96 1.32 -1.75
C 3.31 -1.45 5.69
C -0.38 0.26 3.00
O -0.96 0.65 -1.74
H -2.23 2.78 1.39
C 1.97 1.74 -0.38
F -0.85 -5.05 -4.50
C 0.07 -3.63 -2.83
O 2.35 -2.78 3.86
*
```

Values from the calculation:
HOMO-LUMO gap in eV: 11.422
Highest occupied orbital energy in hartree: -0.407
SMILES: CCOC(=O)C(F)(F)F.CCOC(=O)C(F)(F)F.CCOC(=O)C(F)(F)F.CCOC(=O)C(F)(F)F

## x
A 4-piece molecular cluster, C16H20F12O8 overall, computed with ωB97M-V/def2-TZVPD.

Structure (ORCA input):
```
! wB97M-V def2-TZVPD RIJCOSX def2/J DEFGRID3
* xyz 0 1
H 3.41 3.18 -3.21
C -3.88 -2.10 2.09
C -0.34 -2.58 0.80
O 1.55 -1.20 1.61
H 3.27 -1.32 -2.40
C 1.20 -0.74 -2.38
H 2.80 1.21 2.11
F -2.48 -2.03 -0.76
F -1.04 -3.43 1.59
C 2.38 -1.55 -1.82
C 2.95 1.25 -2.08
O -1.28 0.45 -2.78
H 2.16 -2.61 -1.87
O 1.76 1.76 -1.44
F 0.28 3.56 0.74
H -2.93 1.82 1.40
H 2.51 0.50 3.58
C -4.02 1.85 -0.57
H 3.86 3.26 -1.63
H 3.22 -1.77 2.82
H -4.61 2.12 1.52
H 4.69 2.08 -2.67
H 4.18 0.36 2.96
C -3.89 1.51 0.98
H 1.42 0.32 -2.39
F -0.95 -1.37 0.87
F -0.26 1.48 1.37
H -4.16 2.93 -0.64
H 2.44 -1.27 -0.76
O -3.98 0.02 3.26
F -2.30 -0.07 0.10
O 0.02 -1.01 -1.58
C 2.88 -1.05 2.08
F -0.34 -3.01 -0.44
O 1.81 -3.43 1.34
C 3.72 2.51 -2.41
C 0.21 2.29 0.39
F -3.55 -0.42 -1.57
C -2.41 -0.72 -1.03
H -4.91 1.37 -0.99
C 1.09 -2.45 1.36
F -0.72 2.18 -0.57
F -2.67 -2.52 2.43
F -4.65 -2.71 3.02
H 2.78 0.81 -3.06
C -1.16 -0.37 -1.91
F -4.21 -2.48 0.82
H 3.57 -1.24 1.26
C 3.12 0.34 2.69
H -3.15 1.61 -1.18
C 1.63 1.90 -0.08
C -3.97 -0.59 2.20
O 2.59 1.75 0.73
H 3.33 0.46 -1.44
O -3.96 0.09 1.00
H 1.01 -0.91 -3.44
*
```

Values from the calculation:
HOMO-LUMO gap in eV: 10.700
Highest occupied orbital energy in hartree: -0.391
SMILES: CCOC(=O)C(F)(F)F.CCOC(=O)C(F)(F)F.CCOC(=O)C(F)(F)F.CCOC(=O)C(F)(F)F

Of them, the most stable is w and the least stable is x.

## w
An isolated ion of composition C2H6NO2 and charge +1, computed with ωB97M-V/def2-TZVPD.

Structure (ORCA input):
```
! wB97M-V def2-TZVPD RIJCOSX def2/J DEFGRID3
* xyz 1 1
C 0.50 -1.12 0.69
H 0.78 1.19 -1.46
H 0.81 1.53 0.05
O -1.47 -0.50 -0.77
H 0.44 -1.99 -0.05
H -0.70 1.70 -0.75
C -0.49 -0.11 -0.01
H 1.43 -0.60 0.83
N 0.18 1.14 -0.61
H 0.24 -1.50 1.65
O -1.72 0.26 0.43
*
```

Values from the calculation:
HOMO-LUMO gap in eV: 12.302
Highest occupied orbital energy in hartree: -0.601
SMILES: CC1([NH3+])OO1

## x
An isolated ion of composition C2H6NO2 and charge +1, computed with ωB97M-V/def2-TZVPD.

Structure (ORCA input):
```
! wB97M-V def2-TZVPD RIJCOSX def2/J DEFGRID3
* xyz 1 1
C -0.46 0.96 -1.55
H -0.03 1.99 -1.52
N 0.23 0.23 -0.46
O -0.49 -0.08 0.61
C 0.17 -1.08 1.65
H -1.65 1.05 -1.30
O 1.39 0.04 -0.47
H -0.59 -1.21 2.47
H 0.55 -1.91 1.09
H 1.01 -0.57 1.96
H -0.15 0.57 -2.49
*
```

Values from the calculation:
HOMO-LUMO gap (spin up / spin down) in eV: 11.430 / 11.429
Highest occupied orbital energy (spin up / spin down) in hartree: -0.663 / -0.663
SMILES: CO[N+](C)=O

Of them, the most stable is w and the least stable is x.

## w
A 2-piece molecular cluster, C2H6NO2 overall, computed with ωB97M-V/def2-TZVPD.

Structure (ORCA input):
```
! wB97M-V def2-TZVPD RIJCOSX def2/J DEFGRID3
* xyz 1 1
N 0.56 -0.48 -0.38
O -0.92 0.48 0.46
C -0.40 1.66 0.80
H 0.99 -2.41 -0.95
H -0.49 -1.66 -1.62
H -0.50 -2.13 0.05
H 0.37 1.59 1.59
H -0.02 2.24 -0.06
H -1.24 2.24 1.22
O 1.48 0.21 -0.37
C 0.16 -1.73 -0.74
*
```

Values from the calculation:
HOMO-LUMO gap (spin up / spin down) in eV: 8.666 / 8.121
Highest occupied orbital energy (spin up / spin down) in hartree: -0.587 / -0.576

## x
A 2-piece molecular cluster, C2H6NO2 overall, computed with ωB97M-V/def2-TZVPD.

Structure (ORCA input):
```
! wB97M-V def2-TZVPD RIJCOSX def2/J DEFGRID3
* xyz 1 1
O 0.34 -1.70 0.25
C -0.74 1.65 -1.19
H -0.25 2.66 -1.12
N -0.09 0.67 -0.71
O 1.31 -1.12 2.20
H 0.79 -2.51 0.43
H -1.65 1.39 -1.71
C 0.39 -1.03 1.42
H 0.91 0.74 -0.61
H -0.54 -0.49 1.65
H -0.46 -0.27 -0.60
*
```

Values from the calculation:
HOMO-LUMO gap in eV: 9.034
Highest occupied orbital energy in hartree: -0.557

## y
An isolated ion of composition C2H6NO2 and charge +1, computed with ωB97M-V/def2-TZVPD.

Structure (ORCA input):
```
! wB97M-V def2-TZVPD RIJCOSX def2/J DEFGRID3
* xyz 1 1
H -0.88 1.09 0.40
H -1.36 0.06 -1.54
C 0.40 -0.62 0.87
H 0.12 0.49 -2.12
O 0.09 -0.48 2.19
C -0.04 0.53 0.02
O 0.84 -1.63 0.44
H 0.79 1.24 -0.07
N -0.35 0.01 -1.36
H 0.51 0.31 2.58
H -0.13 -1.01 -1.40
*
```

Values from the calculation:
HOMO-LUMO gap in eV: 11.906
Highest occupied orbital energy in hartree: -0.591
SMILES: [NH3+]CC(=O)O

Of them, the most stable is y and the least stable is w.